(1)
Density functional theory data (wB97M-V/def2-TZVPD) for a gas-phase ion, C7H8NO4 (charge -1).

Summary:
net charge: -1
energy above the lowest of the compared OMol25 structures with the same formula, charge and spin: 292.0 kJ/mol
SMILES: C=CC(=O)N(O)/C(=C\C)C(=O)[O-]

```
20
Properties=species:S:1:pos:R:3:nbo_charge:R:1
C 2.48368 0.94587 1.70359 -0.36
C 1.48971 0.32397 1.04001 -0.27
C 1.41135 0.53107 -0.38155 0.64
O 2.31399 0.99791 -1.12347 -0.67
N 0.11934 0.33634 -0.86512 -0.19
O 0.14233 0.61686 -2.31693 -0.58
C -0.71795 -0.66821 -0.35508 0.02
C -1.97842 -0.59433 -0.03779 -0.20
C -2.83507 0.62537 -0.09157 -0.66
C 0.17674 -2.02003 -0.18324 0.74
O -0.27840 -2.90484 0.55906 -0.76
O 1.24335 -1.96380 -0.81721 -0.75
H 2.63823 0.72539 2.73220 0.19
H 3.15800 1.48536 1.02574 0.22
H 0.81772 -0.31731 1.56229 0.23
H 1.19320 0.40870 -2.47285 0.50
H -2.19455 -1.50397 0.47680 0.24
H -3.40488 0.68835 -1.03917 0.22
H -2.12426 1.55704 -0.16130 0.23
H -3.65412 0.73026 0.74559 0.21
```

---

(2)
Density functional theory data (wB97M-V/def2-TZVPD) for C3H4O2 in the gas phase.

Summary:
energy above the lowest of the compared OMol25 structures with the same formula, charge and spin: 164.3 kJ/mol
SMILES: C[C@@H]1OC1=O

```
9
Properties=species:S:1:pos:R:3:nbo_charge:R:1
C -0.25328 -0.03160 0.27758 -0.64
C 1.03875 -0.39967 -0.44789 -0.02
O 2.05738 -0.97042 0.61415 -0.47
C 2.38422 0.06548 -0.11706 0.76
O 3.31179 0.83373 -0.29753 -0.54
H -0.06963 0.66979 1.10788 0.23
H -0.65241 -0.87522 0.78520 0.23
H -0.89267 0.25115 -0.57383 0.23
H 0.94893 -1.25375 -1.26795 0.22
```

---

(3)
Density functional theory data (wB97M-V/def2-TZVPD) for C4H5NO in the gas phase.

Summary:
energy above the lowest of the compared OMol25 structures with the same formula, charge and spin: 228.5 kJ/mol
SMILES: N#CC[C@H]1CO1

```
11
Properties=species:S:1:pos:R:3:nbo_charge:R:1
N 1.82311 1.21790 -0.13385 -0.33
C 1.55584 0.09263 -0.18417 0.29
C 0.66912 -1.07423 -0.15311 -0.53
C -0.54439 -0.33190 0.46485 0.06
C -0.89681 0.94875 -0.11414 -0.11
O -1.80150 -0.23650 -0.11563 -0.48
H 1.04091 -1.87729 0.49193 0.25
H 0.51549 -1.47571 -1.16233 0.26
H -0.54896 -0.39093 1.55321 0.19
H -1.06059 1.82048 0.53130 0.20
H -0.58633 1.21189 -1.12059 0.20
```

---

What is the energy above the lowest of the compared OMol25 structures with the same formula, charge and spin in the first record? 292.0 kJ/mol

---

Copy entry 2 word for word.
Density functional theory data (wB97M-V/def2-TZVPD) for C3H4O2 in the gas phase.

Summary:
energy above the lowest of the compared OMol25 structures with the same formula, charge and spin: 164.3 kJ/mol
SMILES: C[C@@H]1OC1=O

```
9
Properties=species:S:1:pos:R:3:nbo_charge:R:1
C -0.25328 -0.03160 0.27758 -0.64
C 1.03875 -0.39967 -0.44789 -0.02
O 2.05738 -0.97042 0.61415 -0.47
C 2.38422 0.06548 -0.11706 0.76
O 3.31179 0.83373 -0.29753 -0.54
H -0.06963 0.66979 1.10788 0.23
H -0.65241 -0.87522 0.78520 0.23
H -0.89267 0.25115 -0.57383 0.23
H 0.94893 -1.25375 -1.26795 0.22
```

---

Which value of energy above the lowest of the compared OMol25 structures with the same formula, charge and spin does entry 2 give? 164.3 kJ/mol

---

energy above the lowest of the compared OMol25 structures with the same formula, charge and spin of number 1 (C7H8NO4)? 292.0 kJ/mol